Record 1
ORCA calculation (ωB97M-V/def2-TZVPD) on C7H6N2O as an isolated structure.

## Properties
Energy above the lowest of the compared OMol25 structures with the same formula, charge and spin (eV): 5.883
Frontier orbital gap (spin up / spin down) (eV): 7.379 / 7.378
Largest force on an atom (Eh/bohr): 0.02232
E_tot (eV): -12377.4728
Highest occupied orbital energy (spin up / spin down) (eV): -7.90 / -7.90

Structure (ORCA input):
```
! RIJCOSX wB97M-V def2-TZVPD def2/J DEFGRID3
* xyz 0 1
C 0.687 1.434 2.052
C -0.483 3.061 1.305
C -0.010 0.958 0.886
C -0.600 -1.706 -0.857
C -1.056 -0.569 -1.474
C 0.179 -0.160 0.198
C 0.581 -1.395 -0.115
N 0.425 2.694 2.230
N -0.758 2.081 0.452
O -1.566 2.052 -0.512
H 1.435 0.895 2.599
H -0.914 4.038 1.251
H -1.180 -2.612 -0.748
H -2.060 -0.468 -1.835
H 1.493 -1.925 0.060
H -0.394 0.175 -1.877
*
```

Formally, the Mulliken partial charges of the atoms, in units of the elementary charge, are as follows: -0.488, -0.141, 0.666, -0.052, -0.825, 0.093, -0.716, -0.638, 0.585, -0.772, 0.433, 0.441, 0.373, 0.290, 0.413, 0.338


Record 2
ORCA calculation (ωB97M-V/def2-TZVPD) on an isolated molecule of C7H6N2O2.

## Properties
Energy above the lowest of the compared OMol25 structures with the same formula, charge and spin (eV): 2.695
Frontier orbital gap (eV): 7.733
Largest force on an atom (Eh/bohr): 0.07973
SMILES: OC1(O)N=c2ccccc2=N1
E_tot (eV): -14429.4357
Highest occupied orbital energy (eV): -8.90

Structure (ORCA input):
```
! RIJCOSX wB97M-V def2-TZVPD def2/J DEFGRID3
* xyz 0 1
O 2.135 1.852 -0.015
C 0.720 1.933 -0.036
O 0.082 3.151 0.005
N 0.279 1.187 -1.185
C -0.086 0.029 -0.751
C -0.657 -1.172 -1.385
C -0.926 -2.234 -0.631
C -0.826 -2.256 0.840
C -0.376 -1.144 1.516
C 0.024 -0.052 0.748
N 0.340 1.120 1.183
H 2.412 2.774 0.170
H -0.119 3.426 -0.929
H -0.616 -1.213 -2.504
H -1.378 -3.123 -1.140
H -0.767 -3.192 1.505
H -0.241 -1.084 2.607
*
```

Formally, the Mulliken partial charges of the atoms, in units of the elementary charge, are as follows: -0.512, 1.011, -0.501, -0.752, 0.507, -0.643, -0.284, -0.338, -0.608, 0.747, -0.646, 0.352, 0.361, 0.322, 0.331, 0.265, 0.387


Record 3
ORCA calculation (ωB97M-V/def2-TZVPD) on an isolated molecule of C7H6N2OS.

## Properties
Energy above the lowest of the compared OMol25 structures with the same formula, charge and spin (eV): 3.864
Frontier orbital gap (spin up / spin down) (eV): 7.004 / 7.016
Largest force on an atom (Eh/bohr): 0.07819
E_tot (eV): -23214.5438
Highest occupied orbital energy (spin up / spin down) (eV): -8.48 / -8.49

Structure (ORCA input):
```
! RIJCOSX wB97M-V def2-TZVPD def2/J DEFGRID3
* xyz 0 1
C -1.292 -2.142 -0.279
C -0.510 -1.096 0.155
C 0.715 -0.596 0.209
C -2.159 0.734 0.439
C -0.043 1.757 -0.279
C 0.840 0.884 0.635
C 1.926 -1.362 -0.205
N -2.029 -2.948 -0.647
N -1.425 1.660 -0.111
O 0.455 2.635 -0.956
S -3.727 0.462 0.449
H 0.597 0.852 1.722
H 1.896 1.394 0.386
H 1.909 -2.520 0.044
H 2.948 -0.876 0.233
H 1.938 -1.213 -1.294
H -2.039 2.375 -0.502
*
```

Formally, the Mulliken partial charges of the atoms, in units of the elementary charge, are as follows: -0.048, 0.002, 0.739, 0.064, 0.413, -0.648, -1.138, -0.451, -0.053, -0.554, -0.209, 0.337, 0.325, 0.324, 0.292, 0.302, 0.303